[1]
# C6H12O5S

An isolated molecule of C6H12O5S (ωB97M-V/def2-TZVPD, OMol25).

The calculation puts the LUMO energy at 0.38 eV. As for the multiplicity: 1.

Each line ends with the natural charge from an NBO analysis.
Atoms and positions in Å:
O 0.877221 -2.534400 -2.179481  -0.725
C 1.321776 -1.273906 -1.625623  -0.084
C 0.104160 -0.430820 -1.264986  0.036
O -0.650103 -1.154602 -0.306732  -0.553
C -0.324430 -0.954141 1.025667  -0.049
S -1.018251 -2.255964 2.061198  -0.016
C -0.732456 0.541503 1.447931  0.059
O -2.013372 0.547307 2.013825  -0.718
C -0.652201 1.426678 0.208397  0.047
O -0.463619 2.768331 0.626232  -0.713
C 0.432166 0.935356 -0.742498  0.038
O 1.688426 1.109015 -0.010358  -0.738
H 0.224456 -2.962307 -1.549779  0.486
H 1.802676 -0.711366 -2.440483  0.175
H 2.027716 -1.375579 -0.809498  0.179
H -0.509093 -0.331455 -2.163185  0.216
H 0.744708 -1.032869 1.130417  0.192
H -2.276221 -1.731825 2.066471  0.157
H -0.024941 0.833670 2.229626  0.180
H -2.272707 1.432072 2.146596  0.480
H -1.546460 1.454267 -0.364369  0.202
H 0.463710 2.875686 0.815318  0.479
H 0.468251 1.703076 -1.569815  0.193
H 2.328588 1.122275 -0.744873  0.475

Atomic forces in eV per Å
O -0.347 0.119 1.253
C -0.952 -0.134 -1.335
C 0.704 -0.739 0.755
O -1.365 -0.791 -1.065
C -0.416 1.502 0.823
S -0.462 0.495 -0.171
C 0.317 -1.987 -0.093
O -0.067 -1.685 -0.314
C 1.136 0.170 0.575
O -0.455 0.119 -0.422
C 0.459 2.760 0.038
O -0.232 -0.641 -1.392
H 1.125 1.010 -0.846
H 0.245 -0.478 0.044
H 0.021 -0.220 0.270
H -0.149 -0.088 0.171
H 0.607 -0.001 0.335
H 0.514 -0.264 0.043
H 0.268 0.288 -0.340
H -0.505 1.739 0.283
H -1.151 -0.419 -0.168
H 0.671 0.072 0.217
H -0.108 -0.903 0.480
H 0.145 0.076 0.859

***

[2]
# C6H12S

A cluster of 2 separate species, C6H12S in total (ωB97M-V/def2-TZVPD, OMol25).

The calculation puts the LUMO energy at 0.24 eV. As for the multiplicity: 1.

Each line ends with the natural charge from an NBO analysis.
Atoms and positions in Å:
C -1.223599 0.338377 -0.178219  -0.393
C -2.515134 0.565675 -0.218970  -0.174
C 2.247543 0.696069 0.641077  -0.210
C -3.452155 -0.332766 0.460421  -0.639
C 3.206596 1.810170 0.029294  -0.751
C 1.261257 -1.958210 0.451979  -0.770
S 2.342704 -0.696362 -0.344039  0.321
H -1.024224 -0.566183 0.358355  0.162
H -0.301606 0.803762 -0.479241  0.210
H -2.913645 1.357284 -0.824367  0.195
H -3.761690 0.110434 1.415284  0.219
H -3.156845 -1.434859 0.642582  0.208
H -4.244021 -0.451662 -0.162880  0.209
H 3.054125 1.974833 -1.066150  0.220
H 4.164452 1.465897 0.397250  0.240
H 2.784588 2.666178 0.601559  0.231
H 0.558330 -1.407597 1.168408  0.252
H 2.007548 -2.590554 1.011120  0.233
H 0.686002 -2.539068 -0.350996  0.238

Atomic forces in eV per Å
C 0.772 -0.974 0.735
C 1.033 0.316 -0.826
C 0.764 -1.015 -1.726
C 1.129 -1.625 1.984
C -3.092 -0.657 1.052
C -0.117 0.164 0.472
S -0.535 1.033 0.679
H 0.430 -0.396 0.391
H -0.445 0.744 -0.637
H -0.344 0.552 0.080
H -0.203 -0.236 -0.178
H 0.339 1.899 -0.106
H -2.976 -0.146 -1.519
H 0.659 -0.305 0.834
H 0.573 0.525 -0.305
H 1.131 -0.058 -0.639
H 1.150 -0.961 -1.010
H -1.204 0.292 -0.525
H 0.936 0.847 1.244

***

[3]
# C6H12S

A cluster of 2 separate species, C6H12S in total (ωB97M-V/def2-TZVPD, OMol25).

The calculation puts the LUMO energy at 0.87 eV. As for the multiplicity: 1.

Each line ends with the natural charge from an NBO analysis.
Atoms and positions in Å:
C 1.505957 1.918662 1.324918  -0.686
C 0.384887 1.792632 0.392149  -0.021
C -0.547342 1.687512 -0.383231  -0.027
C -1.668682 1.560682 -1.315570  -0.687
H 2.271537 1.154442 1.109388  0.235
H 1.157697 1.784802 2.362898  0.235
H 1.969047 2.915702 1.235028  0.237
H -1.471022 0.757912 -2.045710  0.242
H -2.595822 1.318842 -0.769191  0.234
H -1.819832 2.505661 -1.864000  0.237
C 0.255307 -2.124227 0.925529  -0.619
C -0.397892 -2.146737 -0.449211  -0.512
S 0.728457 -1.674527 -1.797900  -0.062
H 1.132467 -2.792646 0.945359  0.213
H -0.461462 -2.461517 1.693039  0.210
H 0.585777 -1.102527 1.177569  0.211
H -0.719952 -3.172566 -0.712651  0.219
H -1.292162 -1.494967 -0.479621  0.210
H 0.983027 -0.427127 -1.348800  0.130

Atomic forces in eV per Å
C 0.133 0.027 0.122
C -1.275 -0.167 -1.072
C 1.270 0.115 1.057
C -0.158 -0.008 -0.118
H -0.240 0.307 0.130
H 0.194 0.060 -0.378
H -0.136 -0.410 0.079
H -0.096 0.288 0.235
H 0.320 0.104 -0.255
H 0.011 -0.395 0.186
C 0.133 -0.040 0.156
C -0.428 -0.117 -0.098
S 0.001 0.196 0.109
H -0.325 0.284 0.021
H 0.256 0.144 -0.216
H -0.130 -0.383 -0.065
H 0.095 0.504 0.132
H 0.439 -0.346 0.026
H -0.065 -0.162 -0.051

***

Record order is preserved below.
Frontier orbital gap: 9.726, 8.673, 9.774 eV
Record order is preserved below.
ΔE to the lowest compared entry with this formula, charge and spin: 14.5, 99.1, 32.1 kcal per mole
Record order is preserved below.
E_HOMO: -9.351, -8.432, -8.903 eV